Density functional theory data (the ωB97M-V functional and the def2-TZVPD basis) for C32H27N4NiOP2SSe2 as an isolated structure.

The value obtained for the HOMO-LUMO gap (alpha / beta) is 3.7 / 6.8 eV. The HOMO energy (alpha / beta) is 0.67 / -2.49 eV. As for the expectation value of S²: 3.77. The largest force on an atom comes out at 0.229 eV/A.

ORCA input file:
```
! wB97M-V def2-TZVPD RIJCOSX def2/J DEFGRID3
* xyz -2 4
Ni -2.14 -0.06 -2.69
Se -1.89 -0.65 4.73
P -0.62 -0.26 3.08
C 0.87 -1.28 3.21
C 0.68 -2.66 3.12
C 1.73 -3.52 3.35
C 2.99 -3.03 3.66
C 3.18 -1.65 3.76
C 2.12 -0.79 3.55
C -0.10 1.49 3.14
C 0.52 1.98 4.29
C 0.87 3.32 4.38
C 0.57 4.19 3.34
C -0.07 3.71 2.20
C -0.40 2.37 2.10
C -1.35 -0.49 1.46
C -0.88 -0.52 0.14
N -1.98 -0.44 -0.64
N -3.05 -0.38 0.14
N -2.70 -0.41 1.40
P 0.73 -0.58 -0.68
Se 0.34 -0.55 -2.83
C 1.59 0.99 -0.28
C 1.34 2.13 -1.04
C 1.93 3.34 -0.71
C 2.78 3.42 0.38
C 3.04 2.29 1.15
C 2.44 1.08 0.82
C 1.66 -1.90 -0.04
C 0.97 -3.15 0.14
C 1.66 -4.32 0.34
C 3.07 -4.35 0.37
C 3.76 -3.15 0.10
C 3.09 -1.97 -0.13
H -0.30 -3.05 2.88
H 1.58 -4.59 3.24
H 3.82 -3.71 3.81
H 4.16 -1.25 4.00
H 2.29 0.28 3.63
H 0.70 1.31 5.12
H 1.36 3.69 5.28
H 0.84 5.24 3.41
H -0.31 4.38 1.39
H -0.90 2.00 1.21
H 0.67 2.04 -1.90
H 1.72 4.21 -1.31
H 3.24 4.37 0.64
H 3.70 2.35 2.01
H 2.63 0.20 1.42
H -0.11 -3.17 0.11
H 1.10 -5.24 0.49
H 3.61 -5.28 0.52
H 4.84 -3.15 0.05
H 3.66 -1.09 -0.39
O -2.17 -0.29 -4.81
N -3.37 -0.24 -5.33
C -3.48 0.22 -6.59
C -4.67 0.27 -7.26
C -5.82 -0.17 -6.59
C -5.70 -0.62 -5.30
C -4.47 -0.67 -4.62
S -4.29 -1.19 -3.01
H -2.53 0.53 -7.01
H -4.70 0.65 -8.27
H -6.78 -0.15 -7.08
H -6.57 -0.96 -4.75
C -2.57 1.93 -2.60
H -2.57 2.39 -3.59
H -1.83 2.45 -1.98
H -3.55 2.07 -2.14
*
```



Density functional theory data (the ωB97M-V functional and the def2-TZVPD basis) for C10H12ClInNP as an isolated structure.

The value obtained for the HOMO-LUMO gap (alpha / beta) is 5.1 / 5.1 eV. The HOMO energy (alpha / beta) is -5.44 / -5.44 eV. The energy above the lowest of the compared OMol25 structures with the same formula, charge and spin comes out at 0.00 kcal/mol. The largest force on an atom comes out at 4.450 eV/A.

ORCA input file:
```
! wB97M-V def2-TZVPD RIJCOSX def2/J DEFGRID3
* xyz 0 1
C -0.20 2.76 -1.93
C 1.01 2.19 -2.42
C 0.69 0.95 -3.05
C -0.73 0.79 -3.05
C -1.29 1.86 -2.31
In -0.54 1.10 0.30
P -1.20 2.04 2.50
H -0.34 3.75 -1.48
H 2.01 2.65 -2.36
H 1.42 0.27 -3.52
H -2.36 2.10 -2.21
H -1.28 -0.03 -3.53
H -2.65 2.21 2.36
H -0.45 3.29 2.71
H -0.84 0.99 3.46
Cl 3.44 -3.21 1.29
C 1.82 -2.69 1.26
C 0.83 -3.43 1.90
C -0.48 -2.99 1.85
C -0.77 -1.82 1.17
N 0.20 -1.11 0.56
C 1.48 -1.50 0.58
H 1.11 -4.33 2.44
H -1.29 -3.52 2.32
H -1.79 -1.42 1.11
H 2.22 -0.90 0.07
*
```



Density functional theory data (the ωB97M-V functional and the def2-TZVPD basis) for C4H7NO2 as an isolated structure.

The value obtained for the HOMO-LUMO gap (alpha / beta) is 10.6 / 10.6 eV. The HOMO energy (alpha / beta) is -10.23 / -10.23 eV. The energy above the lowest of the compared OMol25 structures with the same formula, charge and spin comes out at 127.51 kcal/mol. The largest force on an atom comes out at 3.146 eV/A.

ORCA input file:
```
! wB97M-V def2-TZVPD RIJCOSX def2/J DEFGRID3
* xyz 0 1
C 0.12 -0.05 0.12
C -1.09 -0.50 0.92
C 0.62 1.34 0.42
C 0.01 -0.47 -1.46
O 1.19 -1.02 0.19
O 1.12 -0.24 -2.19
N 0.93 -1.55 -1.06
H -0.96 -0.77 -1.84
H -0.92 -0.36 2.00
H -1.96 0.10 0.65
H -1.33 -1.55 0.74
H 1.35 1.66 -0.33
H 1.13 1.36 1.40
H -0.20 2.06 0.44
*
```



Density functional theory data (the ωB97M-V functional and the def2-TZVPD basis) for the molecule C17H27N3O.

The value obtained for the HOMO-LUMO gap is 8.9 eV. The HOMO energy is -8.21 eV. Its SMILES is OCC[C@H]1CN(Cc2ccncc2)CCN1C1CCCC1. The energy above the lowest of the compared OMol25 structures with the same formula, charge and spin comes out at 39.30 kcal/mol. The largest force on an atom comes out at 0.595 eV/A.

ORCA input file:
```
! wB97M-V def2-TZVPD RIJCOSX def2/J DEFGRID3
* xyz 0 1
O 3.97 -1.24 -0.68
C 4.10 0.12 -0.40
C 2.86 0.94 -0.77
C 1.66 0.63 0.14
C 0.48 1.54 -0.21
N -0.01 1.20 -1.54
C -0.93 2.18 -2.10
C -2.21 2.33 -1.32
C -2.31 3.22 -0.26
C -3.48 3.25 0.48
N -4.52 2.47 0.24
C -4.43 1.63 -0.77
C -3.31 1.51 -1.58
C -0.51 -0.16 -1.54
C 0.62 -1.12 -1.16
N 1.32 -0.79 0.07
C 0.87 -1.42 1.30
C -0.63 -1.46 1.62
C -0.72 -2.58 2.66
C 0.18 -3.67 2.06
C 1.31 -2.91 1.36
H 3.11 -1.51 -0.32
H 4.32 0.27 0.67
H 4.97 0.47 -0.97
H 3.10 2.00 -0.67
H 2.60 0.75 -1.81
H 1.96 0.85 1.17
H 0.81 2.58 -0.21
H -0.31 1.42 0.55
H -0.40 3.13 -2.14
H -1.15 1.86 -3.12
H -1.50 3.89 -0.02
H -3.60 3.94 1.31
H -5.31 1.01 -0.94
H -3.30 0.81 -2.40
H -0.86 -0.40 -2.54
H -1.36 -0.27 -0.84
H 0.22 -2.13 -1.08
H 1.36 -1.11 -1.97
H 1.37 -0.89 2.11
H -1.00 -0.51 2.00
H -1.21 -1.74 0.74
H -1.74 -2.92 2.82
H -0.31 -2.23 3.61
H 0.55 -4.35 2.83
H -0.39 -4.25 1.34
H 1.48 -3.30 0.35
H 2.25 -3.00 1.90
*
```



Density functional theory data (the ωB97M-V functional and the def2-TZVPD basis) for C8H16GaO7S2 as an isolated structure.

The value obtained for the HOMO-LUMO gap is 9.0 eV. The HOMO energy is -12.03 eV. The energy above the lowest of the compared OMol25 structures with the same formula, charge and spin comes out at 4.41 kcal/mol. The largest force on an atom comes out at 1.808 eV/A.

ORCA input file:
```
! wB97M-V def2-TZVPD RIJCOSX def2/J DEFGRID3
* xyz 1 1
Ga 0.78 0.70 0.42
C 1.83 -1.03 -1.69
C 0.92 -0.19 -2.56
O 0.71 1.00 -1.79
C -0.44 1.80 -2.11
C -1.67 1.18 -1.47
O -1.29 0.89 -0.12
C -2.25 0.23 0.71
C -1.50 -0.03 2.00
O -0.20 -0.56 1.68
C -0.07 -1.96 1.36
C 0.23 -2.08 -0.12
O 1.26 -1.09 -0.36
H 2.80 -0.55 -1.56
H 1.97 -2.04 -2.06
H -0.03 -0.69 -2.77
H 1.41 0.06 -3.50
H -0.55 1.90 -3.19
H -0.24 2.77 -1.67
H -1.98 0.24 -1.96
H -2.50 1.88 -1.49
H -2.57 -0.69 0.22
H -3.11 0.87 0.88
H -2.02 -0.71 2.67
H -1.28 0.89 2.54
H -0.96 -2.50 1.65
H 0.79 -2.31 1.94
H -0.64 -1.86 -0.74
H 0.62 -3.06 -0.37
O 0.77 1.22 3.56
S 2.08 1.22 2.96
O 3.09 1.97 3.63
O 2.41 -0.01 2.26
S 1.67 2.53 1.05
*
```



Density functional theory data (the ωB97M-V functional and the def2-TZVPD basis) for an isolated ion of composition C4H5N2 and charge +1.

The value obtained for the HOMO-LUMO gap (alpha / beta) is 6.4 / 8.7 eV. The HOMO energy (alpha / beta) is -10.96 / -16.17 eV. The energy above the lowest of the compared OMol25 structures with the same formula, charge and spin comes out at 41.06 kcal/mol. As for the expectation value of S²: 2.01. The largest force on an atom comes out at 2.379 eV/A.

ORCA input file:
```
! wB97M-V def2-TZVPD RIJCOSX def2/J DEFGRID3
* xyz 1 3
C 1.65 -0.68 0.85
C -1.40 -0.07 0.35
C 0.17 1.01 -1.14
C -0.75 -0.91 1.23
N 0.56 -0.93 1.16
N -0.75 0.83 -0.32
H 2.69 -0.65 0.64
H -2.48 -0.02 0.34
H 0.60 2.00 -1.24
H 0.47 0.26 -1.88
H -1.23 -1.53 1.97
*
```



Copy entry 4 word for word.
Density functional theory data (the ωB97M-V functional and the def2-TZVPD basis) for the molecule C17H27N3O.

The value obtained for the HOMO-LUMO gap is 8.9 eV. The HOMO energy is -8.21 eV. Its SMILES is OCC[C@H]1CN(Cc2ccncc2)CCN1C1CCCC1. The energy above the lowest of the compared OMol25 structures with the same formula, charge and spin comes out at 39.30 kcal/mol. The largest force on an atom comes out at 0.595 eV/A.

ORCA input file:
```
! wB97M-V def2-TZVPD RIJCOSX def2/J DEFGRID3
* xyz 0 1
O 3.97 -1.24 -0.68
C 4.10 0.12 -0.40
C 2.86 0.94 -0.77
C 1.66 0.63 0.14
C 0.48 1.54 -0.21
N -0.01 1.20 -1.54
C -0.93 2.18 -2.10
C -2.21 2.33 -1.32
C -2.31 3.22 -0.26
C -3.48 3.25 0.48
N -4.52 2.47 0.24
C -4.43 1.63 -0.77
C -3.31 1.51 -1.58
C -0.51 -0.16 -1.54
C 0.62 -1.12 -1.16
N 1.32 -0.79 0.07
C 0.87 -1.42 1.30
C -0.63 -1.46 1.62
C -0.72 -2.58 2.66
C 0.18 -3.67 2.06
C 1.31 -2.91 1.36
H 3.11 -1.51 -0.32
H 4.32 0.27 0.67
H 4.97 0.47 -0.97
H 3.10 2.00 -0.67
H 2.60 0.75 -1.81
H 1.96 0.85 1.17
H 0.81 2.58 -0.21
H -0.31 1.42 0.55
H -0.40 3.13 -2.14
H -1.15 1.86 -3.12
H -1.50 3.89 -0.02
H -3.60 3.94 1.31
H -5.31 1.01 -0.94
H -3.30 0.81 -2.40
H -0.86 -0.40 -2.54
H -1.36 -0.27 -0.84
H 0.22 -2.13 -1.08
H 1.36 -1.11 -1.97
H 1.37 -0.89 2.11
H -1.00 -0.51 2.00
H -1.21 -1.74 0.74
H -1.74 -2.92 2.82
H -0.31 -2.23 3.61
H 0.55 -4.35 2.83
H -0.39 -4.25 1.34
H 1.48 -3.30 0.35
H 2.25 -3.00 1.90
*
```



Number 5 is which compound?
C8H16GaO7S2